# 1
2 unconnected molecules or ions with the total composition C3H10N2 in a non-equilibrium geometry, computed with the ωB97M-V functional and the def2-TZVPD basis.

```
15
Properties=species:S:1:pos:R:3:forces:R:3:mulliken_charge:R:1
C -2.7858 -0.4350 -0.8819 1.76 0.00 0.85 -0.357
C -3.8057 -0.2944 -1.7049 -1.79 0.60 2.31 -0.442
H -2.9032 -0.8585 0.1104 -0.66 -0.17 -0.06 0.175
H -1.7234 -0.1514 -0.9209 -0.47 0.03 -1.14 0.156
H -4.7561 -0.4480 -1.1096 0.69 -0.30 -1.45 0.178
H -3.9090 0.2765 -2.6061 0.48 -0.17 -0.49 0.282
N 2.8305 0.1787 -0.1275 0.32 -0.99 0.85 -0.526
C 2.5416 0.1578 1.3325 -1.46 -0.30 -1.70 -0.181
N 1.0448 0.2447 1.3683 0.73 0.68 1.51 -0.629
H 3.7080 -0.1799 -0.4596 0.31 0.26 0.10 0.170
H 2.5405 1.0299 -0.5752 0.27 0.19 0.04 0.163
H 2.8380 -0.7605 1.8468 -0.07 -0.28 -0.69 0.309
H 3.1155 0.9095 1.8995 -0.96 0.44 -0.18 0.211
H 0.7054 0.9358 0.7157 0.19 0.25 0.05 0.228
H 0.5588 -0.6052 1.1126 0.67 -0.25 0.02 0.263
```
Forces are in eV/Å.

Computed properties:
- SMILES string = C=C.NCN
- energy relative to the best compared isomer or geometry (same formula, charge and spin) (kJ/mol) = 203.10

***

# 2
3 unconnected molecules or ions with the total composition C3H11NO in a non-equilibrium geometry, computed with the ωB97M-V functional and the def2-TZVPD basis.

```
16
Properties=species:S:1:pos:R:3:forces:R:3:mulliken_charge:R:1
C -0.4268 0.9312 -0.1537 0.17 -2.96 -1.69 -0.113
C 0.3788 0.0756 0.8417 0.22 3.29 2.54 -0.069
C 1.8293 0.4649 1.0433 0.59 0.49 -0.77 -1.126
N -0.4452 0.2258 -1.4460 0.13 0.20 0.55 -0.725
H 0.4214 -1.7360 -0.0886 -0.73 0.23 -0.79 0.860
H 0.0586 1.9166 -0.3314 0.15 -0.52 0.42 0.324
H 0.2272 -0.9965 0.3937 -0.14 -0.63 0.09 -0.842
H -0.1456 0.1004 1.8178 0.36 -0.57 -0.24 0.314
H 1.8443 1.3659 1.6777 0.14 -0.35 -0.19 0.316
H 2.3011 0.7186 0.0848 -0.30 0.22 0.00 0.303
H 2.5539 -0.2459 1.4430 -0.63 -0.36 0.45 0.386
H 0.3431 -0.4323 -1.4762 0.47 0.83 -0.35 0.212
H -1.4591 1.0689 0.1681 0.02 0.27 0.06 0.227
H -3.2818 -1.0013 -1.2143 0.13 0.16 -0.07 0.292
H -1.7027 -0.9241 -1.3930 -0.81 0.04 -0.21 0.397
O -2.4965 -1.5319 -1.3667 0.24 -0.34 0.21 -0.755
```
Forces are in eV/Å.

Computed properties:
- energy relative to the best compared isomer or geometry (same formula, charge and spin) (kJ/mol) = 669.60

***

# 3
2 unconnected molecules or ions with the total composition C5H12NO2, computed with the ωB97M-V functional and the def2-TZVPD basis.

```
20
Properties=species:S:1:pos:R:3:forces:R:3:mulliken_charge:R:1
C -0.0740 -3.3485 0.6618 -0.06 0.17 0.29 -1.061
C -0.4444 -2.2587 -0.0709 0.07 -0.52 -0.20 0.669
O -0.8356 -1.1282 0.4051 0.07 0.17 -0.23 -0.879
C -0.3951 -2.3831 -1.5995 0.06 0.35 0.39 -1.012
H 0.2468 -4.2787 0.2131 -0.03 0.02 -0.09 0.230
H -0.0898 -3.2687 1.7436 0.03 -0.10 0.02 0.294
H -0.4702 0.0333 -0.5607 0.06 0.32 -0.13 0.444
H -0.0703 -3.3727 -1.9150 -0.02 -0.05 -0.06 0.303
H -1.3786 -2.1496 -2.0123 -0.01 -0.04 -0.05 0.229
H 0.3020 -1.6297 -1.9743 -0.01 -0.02 -0.13 0.248
C -0.3047 1.9286 -0.1404 0.11 -0.08 0.03 -0.552
O -0.2136 0.8915 -1.0730 -0.15 -0.25 0.16 -0.565
C 1.0544 2.2484 0.4838 -0.29 -0.17 0.24 -0.222
N 0.9429 3.4012 1.3981 0.11 0.41 -0.56 -0.581
H -0.7287 2.8322 -0.5979 0.09 0.02 -0.07 0.284
H -0.9643 1.6470 0.6904 -0.09 0.06 -0.05 0.258
H 1.3316 1.3476 1.0374 0.17 0.05 0.01 0.218
H 1.8202 2.3963 -0.2802 -0.09 0.09 -0.12 0.277
H 1.2320 3.1622 2.3190 0.12 -0.29 0.72 0.214
H 1.5427 4.1718 1.1247 -0.13 -0.13 -0.15 0.201
```
Forces are in eV/Å.

Computed properties:
- total charge = -1
- energy relative to the best compared isomer or geometry (same formula, charge and spin) (kJ/mol) = 195.75

***

# 4
C4H8O3 in the gas phase, computed with the ωB97M-V functional and the def2-TZVPD basis.

```
15
Properties=species:S:1:pos:R:3:forces:R:3:mulliken_charge:R:1
C -1.5543 1.0606 -0.7864 -0.04 0.02 -0.02 -1.518
C -0.3870 0.5544 0.0451 0.01 -0.03 -0.37 0.638
O -0.7525 0.6629 1.4010 0.18 -0.02 0.18 -0.565
C -0.0237 -0.8966 -0.3271 -0.21 -0.02 0.00 -0.611
O 1.3900 -1.0988 -0.5433 0.11 0.01 0.10 -0.304
C 2.1748 -0.9236 0.5110 -0.01 0.09 0.34 0.165
O 1.8171 -0.5880 1.6164 0.11 -0.16 -0.47 -0.530
H -2.4269 0.4096 -0.6659 0.11 0.07 0.00 0.353
H -1.2835 1.0953 -1.8471 -0.05 -0.01 0.15 0.403
H -1.8303 2.0667 -0.4602 0.03 -0.14 -0.04 0.362
H 0.4953 1.1787 -0.1729 -0.11 -0.07 0.05 0.177
H 0.0058 0.3342 1.9097 -0.14 0.06 -0.01 0.392
H -0.4708 -1.2054 -1.2738 0.05 0.10 0.12 0.319
H -0.3647 -1.5659 0.4695 0.04 0.08 -0.11 0.353
H 3.2187 -1.1286 0.2367 -0.10 0.02 0.06 0.369
```
Forces are in eV/Å.

Computed properties:
- SMILES string = C[C@@H](O)COC=O
- energy relative to the best compared isomer or geometry (same formula, charge and spin) (kJ/mol) = 86.95

***

# 5
2 unconnected molecules or ions with the total composition C2H2N2O2 in a non-equilibrium geometry, computed with the ωB97M-V functional and the def2-TZVPD basis.

```
8
Properties=species:S:1:pos:R:3:forces:R:3:mulliken_charge:R:1
C -0.8290 -1.1970 0.0601 -2.38 1.14 0.41 -0.164
C 2.3586 0.4306 0.2595 -0.68 -0.82 -0.27 0.695
N -1.7538 0.9973 -0.1010 -0.69 -0.77 3.11 -0.752
N -1.5645 -0.2256 -0.0423 3.43 -0.67 -0.39 0.419
O 2.8271 1.4481 0.4806 0.93 1.68 0.42 -0.352
O 1.8516 -0.5769 0.0259 0.06 -0.78 -0.15 -0.355
H -1.1148 -2.1925 0.3236 -0.17 -0.51 -0.20 0.276
H -1.7752 1.3161 -1.0065 -0.50 0.72 -2.92 0.234
```
Forces are in eV/Å.

Computed properties:
- energy relative to the best compared isomer or geometry (same formula, charge and spin) (kJ/mol) = 306.84

***

# 6
9 unconnected molecules or ions with the total composition C23H57Br4N3O10 in a non-equilibrium geometry, computed with the ωB97M-V functional and the def2-TZVPD basis.

```
97
Properties=species:S:1:pos:R:3:forces:R:3:mulliken_charge:R:1
C -4.3853 -3.9226 -4.5268 0.20 -2.33 -1.18 -0.620
N -4.6546 -2.9691 -3.5058 0.93 2.04 1.44 0.792
O -4.5730 -1.7773 -3.8415 -0.64 -1.54 1.11 -0.492
O -4.7296 -3.4307 -2.3529 -0.34 1.36 -1.69 -0.488
H -3.3036 -3.9611 -4.6550 0.02 -0.05 0.28 0.238
H -4.7787 -3.7496 -5.5286 -0.40 0.61 0.45 0.260
H -4.7548 -4.8622 -4.1161 0.25 -0.09 -0.39 0.307
C 6.4612 -3.1028 2.6939 -0.43 0.35 -0.15 -0.670
N 5.8836 -4.1436 1.7581 1.58 -1.95 -1.63 0.791
O 5.0177 -4.9420 2.1058 0.65 1.75 0.26 -0.485
O 6.5051 -4.2795 0.6815 -1.16 0.75 1.59 -0.491
H 6.8833 -3.6166 3.5575 -0.37 -0.03 -0.07 0.275
H 5.6810 -2.3876 2.9544 -0.13 -0.39 0.25 0.272
H 7.2454 -2.5371 2.1907 -0.15 -0.47 -0.27 0.306
C -1.6761 -5.1926 7.3433 -0.12 -1.25 0.18 -0.702
N -1.5614 -3.8160 6.8527 0.42 1.87 -0.39 0.771
O -0.5795 -3.6015 6.0897 -2.80 0.22 1.91 -0.473
O -2.4334 -2.9953 7.2647 2.72 -1.95 -1.52 -0.476
H -1.3700 -5.2834 8.3854 -0.17 0.57 0.03 0.284
H -1.0079 -5.8557 6.7938 -0.15 0.37 -0.26 0.313
H -2.7117 -5.5179 7.2444 0.10 0.17 0.03 0.282
Br -5.7183 -5.0577 3.1604 -0.43 0.56 0.15 -0.161
C -7.2060 -3.7296 3.3349 -0.45 -1.34 -1.79 -0.609
C -6.6862 -2.4527 3.8382 0.04 0.21 1.27 -0.534
Br -8.0882 -1.1179 4.0556 -0.21 -0.06 -0.21 -0.148
H -7.9781 -4.2662 3.8864 0.21 0.46 0.27 0.397
H -7.5523 -3.5854 2.3115 -0.07 -0.29 0.03 0.355
H -5.9661 -2.0234 3.1416 0.16 -0.10 0.55 0.365
H -6.3849 -2.6462 4.8677 0.79 0.57 -0.27 0.335
Br 1.3102 -0.4359 0.4733 -1.02 0.31 -0.08 -0.177
C -0.4389 0.4979 0.2394 -0.05 0.98 1.06 -0.671
C -1.5249 0.0878 1.2764 0.37 0.02 -1.53 -0.551
Br -2.9942 1.4929 1.0314 1.00 -1.39 0.32 -0.166
H -0.7554 0.4233 -0.8010 -0.05 -0.61 0.25 0.407
H -0.2491 1.5622 0.3788 0.44 -0.15 0.11 0.376
H -1.2354 0.0333 2.3259 0.12 0.59 -0.25 0.410
H -1.8294 -0.9159 0.9797 -0.82 0.26 0.13 0.371
C -0.9398 -8.2400 -2.0145 -0.40 -0.67 0.07 -1.152
C 0.4424 -7.6620 -2.1518 -0.72 -0.59 0.11 -0.195
O 0.5474 -7.1363 -3.4707 -1.51 -0.74 2.17 -0.328
C 1.5003 -6.1268 -3.6103 0.42 -1.37 -0.81 -0.416
C 0.8289 -4.8475 -3.9471 0.77 1.06 0.14 -0.965
H -1.2498 -8.4743 -0.9961 0.40 0.09 0.24 0.372
H -1.6835 -7.5335 -2.3829 0.03 -0.18 -0.31 0.285
H -0.9457 -9.1967 -2.5367 -0.53 0.16 -0.36 0.262
H 0.5645 -6.9787 -1.3113 0.43 0.79 -0.43 0.332
H 1.1670 -8.4654 -2.0197 0.33 -0.01 0.05 0.269
H 2.1211 -6.0061 -2.7225 0.07 -0.08 0.08 0.332
H 2.0499 -6.6774 -4.3737 1.16 1.49 -0.57 0.313
H 0.2295 -4.8529 -4.8575 0.00 -0.13 0.17 0.270
H 1.6223 -4.1037 -4.0219 -0.03 0.30 -0.41 0.364
H 0.2689 -4.5193 -3.0714 -0.45 -0.11 -0.14 0.258
C 2.2917 1.3941 7.1204 -0.24 -1.27 1.41 -1.111
C 2.9101 1.9300 5.9080 -0.61 0.03 -1.82 -0.188
O 2.0273 2.9285 5.4498 0.59 0.11 0.68 -0.271
C 2.5096 3.6757 4.3790 -0.68 0.30 -0.02 -0.215
C 1.3874 4.6268 4.1506 -0.55 0.31 -1.07 -1.179
H 1.2036 1.4041 7.0564 0.00 0.74 -0.01 0.309
H 2.4305 0.3155 7.1935 0.71 -0.05 0.34 0.356
H 2.6722 1.9108 8.0015 -0.40 -0.20 0.20 0.272
H 3.9281 2.3115 5.9875 0.13 0.05 0.35 0.311
H 2.8963 1.1714 5.1255 0.42 -0.37 -0.19 0.194
H 3.4099 4.2401 4.6219 0.42 -0.23 0.07 0.282
H 2.6616 3.0495 3.4998 0.30 -0.20 -0.16 0.286
H 1.4659 5.0742 3.1597 0.16 0.60 0.18 0.353
H 1.3370 5.3423 4.9712 -0.16 0.13 -0.29 0.298
H 0.4664 4.0470 4.0895 -0.11 0.05 0.31 0.301
C -4.0933 3.5965 -5.7828 -1.19 -0.61 0.16 -1.170
C -2.7309 3.1445 -6.2835 -0.60 1.04 2.53 -0.057
O -2.8908 2.2793 -7.2881 1.06 -2.03 -4.09 -0.351
C -1.6320 1.7023 -7.8631 -1.86 1.50 0.31 -0.264
C -1.1807 0.6005 -7.0235 0.56 -1.62 0.79 -1.070
H -4.5517 2.9736 -5.0148 0.79 0.16 0.91 0.282
H -4.0557 4.6534 -5.5188 -0.38 -0.19 0.19 0.309
H -4.9073 3.3818 -6.4753 0.40 0.71 -1.04 0.319
H -2.2512 4.1003 -6.4940 0.89 -0.19 -0.56 0.233
H -2.2380 2.6063 -5.4739 0.55 0.48 0.48 0.238
H -1.8304 1.2660 -8.8420 -0.68 0.46 -0.05 0.263
H -0.8824 2.4783 -8.0181 -0.04 0.25 0.21 0.298
H -0.7501 0.8471 -6.0530 0.19 0.18 -0.18 0.325
H -0.4849 0.0314 -7.6400 0.43 -0.16 0.38 0.367
H -2.0096 -0.0784 -6.8230 -0.15 0.02 -0.05 0.280
C 3.6192 6.4118 -1.2861 1.19 -0.01 0.41 -0.865
C 4.7532 7.3983 -0.9848 -0.34 0.43 -0.79 -0.409
O 4.1694 8.3490 -0.1156 -0.25 1.11 -0.25 -0.296
C 3.7977 9.6081 -0.6831 0.86 1.64 2.72 -0.067
C 3.4638 10.5327 0.5149 -0.29 -0.73 0.81 -1.343
H 3.8597 5.6183 -1.9936 0.11 0.01 0.04 0.356
H 3.5022 6.0051 -0.2815 -0.87 -0.43 -0.26 0.184
H 2.7438 6.9616 -1.6317 0.01 -0.11 0.17 0.259
H 5.6264 6.9862 -0.4790 -0.27 -0.47 0.24 0.284
H 5.1904 7.8867 -1.8557 -0.26 0.17 -0.34 0.346
H 4.6721 10.1798 -0.9940 0.23 -0.74 -1.40 0.268
H 2.9109 9.7001 -1.3103 0.33 -0.85 -0.64 0.234
H 2.5506 10.1734 0.9894 -0.33 0.48 -0.08 0.319
H 3.4557 11.5936 0.2647 -0.56 -0.11 -0.39 0.375
H 4.1922 10.4898 1.3246 0.43 -0.41 -0.24 0.356
```
Forces are in eV/Å.

Computed properties:
- SMILES string = C[N+](=O)[O-].C[N+](=O)[O-].C[N+](=O)[O-].BrCCBr.BrCCBr.CCOCC.CCOCC.CCOCC.CCOCC

***

# 7
C24H16BClN4O4 in the gas phase in a non-equilibrium geometry, computed with the ωB97M-V functional and the def2-TZVPD basis.

```
50
Properties=species:S:1:pos:R:3:forces:R:3:mulliken_charge:R:1
N 3.8691 4.9354 3.4092 1.11 0.94 0.21 -0.528
O -2.7839 -1.6545 2.2699 1.01 -0.10 -1.63 -0.682
O -1.6234 -1.9149 -2.2429 0.50 0.56 0.60 -0.717
Cl -6.9954 -5.2789 -1.4457 -0.98 -0.45 0.05 -0.223
C 3.0199 4.1844 3.3127 -0.72 -0.38 -0.15 -0.097
O 5.3544 1.0617 -3.7834 0.47 -0.21 0.18 -0.572
O 4.9449 -0.8960 -2.3512 0.66 0.37 -0.37 -0.556
B 4.6316 0.3787 -2.8170 0.31 -0.97 -0.11 0.653
C -2.0511 -1.4445 1.3000 -1.78 -0.22 0.92 0.024
C -1.4599 -1.5653 -1.0857 1.25 0.03 -1.44 0.410
C -0.9755 0.3665 2.5092 -0.74 -1.65 0.00 -0.642
C -0.9570 -0.4888 1.4689 -0.13 0.93 0.71 -0.160
C 1.9662 3.0290 -2.2702 0.46 0.45 -1.25 -0.914
C -5.4774 -3.8331 0.2927 -0.38 -0.84 -0.32 -0.799
C -4.8785 -3.8124 -2.0009 -1.04 -0.41 -0.35 -0.934
C 1.0810 2.9208 4.1670 0.47 0.52 0.65 -0.736
C 2.9687 2.2579 -2.8056 0.66 0.22 -0.19 -0.422
C 0.0971 1.9729 3.9660 1.01 0.56 0.29 -0.904
C -4.3525 -3.1200 0.6283 0.63 0.03 0.42 -0.334
C -3.7698 -3.1005 -1.6686 1.00 0.67 -0.29 -0.311
C 1.3196 2.5541 -1.1812 -2.41 0.34 0.55 -0.356
C 2.6017 0.5606 -1.1572 0.04 -0.88 -0.05 0.757
C 1.8199 2.6203 1.9138 1.18 0.24 -0.98 -0.291
C -5.7573 -4.1954 -1.0228 0.79 0.16 1.01 0.521
C 1.9663 3.2537 3.1327 -1.49 -0.97 0.32 -0.311
C 3.3170 1.0559 -2.2254 1.64 -0.38 -1.21 -0.036
C 0.0419 1.3393 2.7404 -0.69 -0.87 -0.23 0.874
C -3.4303 -2.7425 -0.3527 -1.40 -0.33 0.04 0.206
C 1.5416 1.2808 -0.6756 0.35 0.57 1.37 -1.339
C 0.9260 1.5898 1.6917 -0.12 -0.01 -0.41 0.606
N -2.2713 -1.9793 -0.0139 0.40 0.55 0.61 0.191
N -0.3981 -0.7561 -0.8200 1.52 1.12 0.72 -0.014
N 0.8574 0.8456 0.4999 -1.06 -0.62 0.68 0.454
C 0.1411 -0.4940 0.5097 1.08 0.71 -0.93 1.069
H 6.2370 0.7737 -4.1090 -1.21 -0.01 0.60 0.279
H 5.7773 -1.3102 -2.6658 -0.87 0.56 0.20 0.266
H -1.7554 0.2195 3.2580 0.04 0.23 -0.30 0.488
H 1.6953 3.9526 -2.7772 -0.03 -0.02 0.46 0.390
H -6.0343 -4.2533 1.1081 -0.55 0.05 0.11 0.369
H -5.1150 -4.1092 -3.0251 0.40 0.26 0.23 0.362
H 1.2179 3.4109 5.1246 -0.15 -0.11 -0.02 0.465
H 3.5731 2.6092 -3.6285 -0.13 0.09 -0.15 0.467
H -0.5300 1.6584 4.7956 -0.15 0.15 -0.31 0.410
H -4.1623 -2.9371 1.6806 -0.14 -0.03 -0.47 0.493
H -3.1454 -2.8048 -2.4806 -0.05 -0.14 -0.01 0.647
H 0.4856 3.1593 -0.8162 0.23 -0.33 0.32 0.450
H 2.8559 -0.3959 -0.7137 0.09 0.02 0.02 0.449
H 2.4942 2.9245 1.1340 0.21 -0.07 -0.27 0.494
H 0.2932 -0.5017 -1.5579 -1.45 -0.84 0.36 0.180
H 0.8292 -1.3270 0.7809 0.15 0.49 -0.16 -0.095
```
Forces are in eV/Å.

Computed properties:
- SMILES string = N#Cc1ccc2c(c1)N(c1cccc(B(O)O)c1)[C@@H]1NC(=O)N(c3ccc(Cl)cc3)C(=O)C1=C2
- energy relative to the best compared isomer or geometry (same formula, charge and spin) (kJ/mol) = 25.84

***

# 8
C3H3NO3 in the gas phase in a non-equilibrium geometry, computed with the ωB97M-V functional and the def2-TZVPD basis.

```
10
Properties=species:S:1:pos:R:3:forces:R:3:mulliken_charge:R:1
C -0.8712 0.7287 0.6866 -1.84 -3.68 1.95 0.773
C 1.1508 0.2770 -0.7020 0.97 1.00 0.22 -0.067
C -0.8113 -0.8092 0.6409 2.56 4.47 -3.02 -0.281
H 1.6735 0.9485 -1.5341 -1.82 -1.40 1.57 0.245
H 2.0390 0.0893 0.0436 -1.91 -0.73 -1.21 0.237
H -1.5195 -1.2724 1.0725 -4.77 -3.39 4.17 0.465
N -0.4037 -1.4865 -0.3201 1.76 -0.64 -1.99 -0.265
O -1.9066 1.1406 1.2803 4.47 0.59 -2.63 -0.547
O 0.2467 1.1481 0.1177 -0.43 2.95 -0.46 -0.337
O 0.4023 -0.7642 -1.2854 1.01 0.83 1.40 -0.222
```
Forces are in eV/Å.

Computed properties:
- SMILES string = O=C1C=NOCO1
- energy relative to the best compared isomer or geometry (same formula, charge and spin) (kJ/mol) = 464.68

***

Values of E_LUMO, in order: 1.054 -2.190 3.731 0.874 0.280 -0.322 -0.962 0.072, all in eV.